Record 1
The following is a quantum chemistry calculation of a cluster of 2 separate species, C4H14N3O2 in total at a distorted geometry, from the OMol25 dataset.

Element x y z (Å)
C1 0.940 1.298 -1.684
C2 -2.525 -0.933 1.558
C3 3.811 0.380 0.736
C4 1.754 -0.392 -0.168
N1 -0.282 -0.857 -1.197
N2 0.734 0.088 -0.957
N3 -2.428 -0.028 0.477
O1 1.667 -1.490 0.422
O2 2.722 0.487 -0.123
H1 0.276 1.397 -2.547
H2 0.889 2.142 -0.970
H3 2.058 1.290 -2.047
H4 -3.324 -0.622 2.331
H5 -2.694 -1.964 1.058
H6 -1.582 -0.858 1.997
H7 4.375 1.420 0.636
H8 4.486 -0.483 0.630
H9 3.420 0.425 1.662
H10 -1.165 -0.512 -0.707
H11 -0.363 -1.091 -2.160
H12 -3.289 -0.162 -0.004
H13 -2.254 0.926 0.814
H14 1.096 -2.163 0.019

Results
- orbital gap (eV) = 10.1
- total charge = +1
- E (eV) = -12931.6811
- lowest unoccupied orbital energy (Eh) = -0.1044

Record 2
The following is a quantum chemistry calculation of a cluster of 2 separate species, C4H14N3S in total at a distorted geometry, from the OMol25 dataset.

Element x y z (Å)
C1 3.082 0.046 0.179
C2 0.994 0.515 1.334
N1 1.787 0.842 0.304
N2 1.023 -0.692 1.901
N3 0.198 1.485 1.788
H1 2.011 1.825 0.277
H2 1.171 -1.510 1.311
H3 0.244 -0.944 2.507
H4 0.486 2.438 1.617
H5 -0.541 1.468 2.467
H6 3.392 -0.171 1.194
H7 3.783 0.592 -0.437
H8 2.790 -0.880 -0.314
C3 -1.069 -0.153 -0.973
C4 -3.484 -0.914 -2.165
S1 -1.983 0.081 -2.520
H9 -1.008 -1.222 -0.746
H10 -0.080 0.215 -1.230
H11 -1.429 0.374 -0.093
H12 -3.775 -0.880 -1.116
H13 -3.335 -1.961 -2.453
H14 -4.259 -0.552 -2.834

Results
- orbital gap (eV) = 7.9
- total charge = +1
- E (eV) = -19674.4122
- lowest unoccupied orbital energy (Eh) = -0.1183

Record 3
The following is a quantum chemistry calculation of a structure of composition C4H14N4 at a distorted geometry, from the OMol25 dataset.

Element x y z (Å)
C1 -1.295 -1.288 -0.264
C2 0.995 0.632 0.661
C3 0.045 1.257 -1.481
C4 1.596 -0.551 1.416
N1 0.333 0.198 -0.545
N2 -2.336 -0.793 -0.970
N3 -0.412 -2.111 -0.881
N4 0.027 1.313 1.556
H1 -1.385 -1.171 0.813
H2 1.828 1.317 0.396
H3 0.007 -2.751 -0.214
H4 0.387 -1.084 -0.961
H5 -2.788 0.041 -0.630
H6 -2.278 -0.893 -1.973
H7 -0.331 2.147 1.104
H8 0.494 1.623 2.403
H9 -0.259 0.832 -2.439
H10 0.911 1.910 -1.673
H11 -0.780 1.907 -1.141
H12 0.813 -1.241 1.735
H13 2.126 -0.210 2.308
H14 2.304 -1.084 0.781

Results
- orbital gap (eV) = 8.7
- E (eV) = -10333.1882
- lowest unoccupied orbital energy (Eh) = 0.0362

Record 4
The following is a quantum chemistry calculation of an isolated molecule of C4H14N4 at a distorted geometry, from the OMol25 dataset.

Element x y z (Å)
C1 0.027 -0.309 -0.063
C2 -0.146 0.435 1.451
C3 0.023 0.377 -2.463
C4 -0.797 -0.437 2.509
N1 -0.082 0.823 -0.933
N2 0.931 1.782 -0.635
N3 1.295 -0.962 -0.173
N4 -1.057 -1.204 -0.365
H1 1.798 1.559 -1.131
H2 0.603 2.675 -0.992
H3 1.700 -1.171 0.730
H4 1.274 -1.776 -0.773
H5 -1.935 -0.704 -0.420
H6 -1.040 -2.051 0.189
H7 0.880 0.664 1.733
H8 -0.670 1.387 1.386
H9 1.045 0.092 -2.743
H10 -0.645 -0.464 -2.617
H11 -0.306 1.234 -3.051
H12 -0.720 0.036 3.489
H13 -0.319 -1.415 2.570
H14 -1.859 -0.570 2.300

Results
- SMILES string = CCC(N)(N)N(C)N
- orbital gap (eV) = 9.8
- E (eV) = -10334.1960
- lowest unoccupied orbital energy (Eh) = 0.0395

Record 5
The following is a quantum chemistry calculation of a cluster of 2 separate species, C4H14N4 in total at a distorted geometry, from the OMol25 dataset.

Element x y z (Å)
C1 2.993 -0.844 -0.513
C2 1.113 0.602 -0.147
N1 0.990 0.352 1.218
N2 0.690 1.881 -0.548
N3 1.892 -0.042 -0.960
H1 0.043 0.562 1.528
H2 1.272 -0.579 1.485
H3 1.148 2.200 -1.390
H4 0.614 2.548 0.207
H5 2.660 -1.878 -0.351
H6 3.741 -0.855 -1.312
H7 3.510 -0.500 0.392
C3 -2.375 -0.565 1.207
C4 -1.734 -0.398 -1.185
N4 -1.567 0.178 0.250
H8 -1.883 1.146 0.246
H9 -2.283 -0.110 2.193
H10 -1.995 -1.585 1.250
H11 -3.444 -0.554 0.961
H12 -1.425 -1.440 -1.165
H13 -1.170 0.197 -1.899
H14 -2.791 -0.318 -1.466

Results
- SMILES string = CN=C(N)N.CNC
- orbital gap (eV) = 8.7
- E (eV) = -10334.3696
- lowest unoccupied orbital energy (Eh) = 0.0343

Record 6
The following is a quantum chemistry calculation of the ion C4H14N5 with charge +1 at a distorted geometry, from the OMol25 dataset.

Element x y z (Å)
C1 -0.328 0.217 0.665
C2 0.174 1.955 -1.158
C3 0.429 1.502 2.680
C4 -0.578 -2.571 -1.609
N1 -0.672 -1.064 0.234
N2 0.333 -0.318 -1.663
N3 0.688 0.641 -0.739
N4 0.460 0.336 1.821
N5 0.119 -1.527 -0.912
H1 -1.147 0.878 0.605
H2 0.526 2.131 -2.150
H3 -0.944 2.110 -1.289
H4 0.627 2.662 -0.500
H5 1.105 1.255 3.515
H6 0.874 2.336 2.070
H7 -0.501 1.670 3.145
H8 -1.470 -1.890 -1.836
H9 -0.117 -2.978 -2.512
H10 -0.730 -3.448 -0.857
H11 -0.436 -1.660 1.142
H12 -0.660 -0.147 -1.974
H13 1.219 -0.326 1.971
H14 1.028 -1.763 -0.647

Results
- 2S+1 = 3
- orbital gap (alpha / beta) (eV) = 5.6 / 7.0
- total charge = +1
- E (eV) = -11809.6901
- lowest unoccupied orbital energy (alpha / beta) (Eh) = -0.0931 / -0.2368
- <S²> = 2.009

Record 7
The following is a quantum chemistry calculation of a cluster of 3 separate species, C4H14N6O in total at a distorted geometry, from the OMol25 dataset.

Element x y z (Å)
C1 2.696 1.563 0.548
C2 2.322 -0.591 -0.350
C3 0.957 -0.346 -0.467
C4 0.453 0.966 -0.099
N1 1.403 1.842 0.427
N2 3.152 0.389 0.143
N3 0.087 -1.303 -0.872
N4 -2.300 -1.132 1.732
N5 -0.777 1.281 -0.250
N6 -2.911 0.159 -1.276
O1 2.797 -1.786 -0.673
H1 3.371 2.288 0.980
H2 -2.983 -0.514 2.157
H3 1.075 2.756 0.731
H4 4.145 0.186 0.255
H5 -2.733 -0.434 -2.086
H6 0.488 -2.214 -1.051
H7 -1.550 -1.210 2.410
H8 -0.824 -1.296 -0.433
H9 -2.743 -2.046 1.710
H10 -1.032 2.213 0.056
H11 -3.546 0.908 -1.557
H12 -1.967 0.599 -0.881
H13 -3.339 -0.382 -0.521
H14 3.757 -1.892 -0.635

Results
- orbital gap (eV) = 8.1
- total charge = +2
- E (eV) = -15348.5394
- lowest unoccupied orbital energy (Eh) = -0.2683

Record 8
The following is a quantum chemistry calculation of a cluster of 2 separate species, C4H14NO in total at a distorted geometry, from the OMol25 dataset.

Element x y z (Å)
C1 0.961 -0.040 -0.448
C2 -0.493 0.202 -0.816
C3 -0.479 0.300 -2.358
C4 -1.458 -0.895 -0.418
N1 1.023 -0.394 1.032
H1 1.349 -0.906 -0.952
H2 1.625 0.824 -0.613
H3 -0.812 1.170 -0.391
H4 -0.298 -0.689 -2.773
H5 -1.442 0.689 -2.730
H6 0.382 0.853 -2.761
H7 -2.352 -0.948 -1.026
H8 -1.896 -0.934 0.630
H9 -1.070 -1.915 -0.516
H10 0.399 -1.145 1.317
H11 1.875 -0.957 1.342
H12 1.010 0.444 1.810
H13 -0.087 1.825 3.358
H14 1.242 1.241 3.485
O1 0.521 1.273 2.829

Results
- orbital gap (eV) = 12.0
- total charge = +1
- E (eV) = -7905.8690
- lowest unoccupied orbital energy (Eh) = -0.1254

Record 9
The following is a quantum chemistry calculation of a cluster of 2 separate species, C4H14NO in total at a distorted geometry, from the OMol25 dataset.

Element x y z (Å)
C1 -1.118 -0.971 -1.088
C2 0.102 -0.529 -0.317
C3 1.363 -0.335 -1.154
C4 2.472 0.418 -0.365
N1 -0.260 0.849 0.276
H1 -1.195 -2.040 -1.281
H2 -1.307 -0.358 -1.964
H3 -2.068 -0.864 -0.530
H4 0.340 -1.160 0.537
H5 1.830 -1.271 -1.451
H6 1.077 0.124 -2.103
H7 2.815 1.342 -0.833
H8 2.188 0.596 0.663
H9 3.382 -0.179 -0.355
H10 -0.696 0.809 1.197
H11 0.580 1.425 0.252
H12 -0.995 1.289 -0.253
H13 -3.528 0.579 2.648
H14 -2.380 -0.029 3.496
O1 -2.604 0.306 2.626

Results
- orbital gap (eV) = 12.5
- total charge = +1
- E (eV) = -7906.3808
- lowest unoccupied orbital energy (Eh) = -0.1115

Record 10
The following is a quantum chemistry calculation of a cluster of 3 separate species, C4H14NO2 in total at a distorted geometry, from the OMol25 dataset.

Element x y z (Å)
C1 -0.133 0.566 1.556
N1 -0.393 0.333 0.099
C2 0.581 -0.718 -0.349
C3 1.073 -1.450 0.918
C4 0.339 -0.769 2.097
H1 0.606 1.364 1.602
H2 -1.029 1.011 1.993
H3 -0.256 1.163 -0.497
H4 -1.347 0.020 -0.076
H5 1.475 -0.182 -0.685
H6 0.204 -1.218 -1.239
H7 0.788 -2.497 0.843
H8 2.135 -1.375 1.058
H9 1.041 -0.548 2.895
H10 -0.439 -1.402 2.471
H11 0.284 3.864 -0.354
H12 -0.685 3.256 -1.392
O1 -0.010 3.029 -0.745
H13 -1.119 -1.585 -4.145
H14 -1.798 -1.728 -2.733
O2 -1.316 -1.136 -3.316

Results
- orbital gap (eV) = 11.9
- total charge = +1
- E (eV) = -9954.1434
- lowest unoccupied orbital energy (Eh) = -0.1115

Record 11
The following is a quantum chemistry calculation of a cluster of 3 separate species, C4H14NO2 in total at a distorted geometry, from the OMol25 dataset.

Element x y z (Å)
C1 -0.211 -0.492 -1.136
C2 1.265 -0.705 -0.798
C3 2.130 0.480 -1.193
C4 2.939 1.138 -0.370
N1 -0.652 0.789 -0.510
H1 -0.810 -1.352 -0.855
H2 -0.255 -0.431 -2.226
H3 1.666 -1.557 -1.345
H4 1.390 -0.892 0.270
H5 2.084 0.900 -2.199
H6 3.762 1.756 -0.703
H7 2.949 0.847 0.681
H8 0.052 1.519 -0.586
H9 -0.841 0.543 0.474
H10 -1.538 1.166 -0.834
H11 -3.134 -1.517 1.049
H12 -2.567 -2.645 1.728
O1 -2.309 -1.750 1.486
H13 -2.113 -0.007 2.226
H14 -2.212 1.397 2.663
O2 -1.595 0.812 2.179

Results
- orbital gap (eV) = 10.4
- total charge = +1
- E (eV) = -9953.4425
- lowest unoccupied orbital energy (Eh) = -0.1146